The following is a quantum chemistry calculation of one molecule with the formula C7H7ClO2, from the OMol25 dataset.

```
17
Properties=species:S:1:pos:R:3:forces:R:3:mulliken_charge:R:1
C -0.757 -1.801 0.484 1.869 -0.137 -0.675 -0.447
C -1.789 -1.054 0.628 -0.964 0.069 0.443 -0.020
C -0.244 0.762 -0.851 -0.171 -0.291 -0.694 0.087
C 0.033 -0.584 -1.542 0.261 0.179 -0.074 -0.462
C 0.538 -1.356 -0.335 -1.938 -1.206 -0.427 0.090
C 0.640 0.781 0.251 0.015 0.008 0.470 0.782
C 0.896 1.880 1.210 0.029 -0.247 -0.178 -1.219
O -1.110 1.581 -1.154 0.699 0.410 -0.235 -0.666
O 1.219 -0.427 0.441 0.872 1.392 0.719 -0.401
Cl -2.799 0.194 0.381 -0.439 -0.172 0.278 -0.080
H -0.645 -2.768 0.946 -0.225 -0.254 0.264 0.379
H -0.841 -1.014 -2.019 -0.031 0.013 0.044 0.305
H 0.826 -0.457 -2.283 0.005 0.048 -0.051 0.319
H 1.181 -2.216 -0.518 0.004 0.155 -0.001 0.403
H 0.946 2.830 0.682 -0.015 0.018 -0.003 0.325
H 1.824 1.701 1.746 0.058 0.025 0.058 0.373
H 0.080 1.947 1.933 -0.029 -0.008 0.065 0.230
```
Positions in Å, forces in eV/Å.

The total charge is 0. The highest occupied orbital energy (alpha / beta) comes out at -7.91 / -7.93 eV. The HOMO-LUMO gap (alpha / beta) is 7.462 / 7.895 eV.

***

The following is a quantum chemistry calculation of one molecule with the formula C7H7F2N, from the OMol25 dataset.

```
17
Properties=species:S:1:pos:R:3:forces:R:3:mulliken_charge:R:1
C -0.691 -0.183 1.340 1.801 1.304 -0.517 -0.675
C 0.178 -0.767 0.179 0.393 -1.654 2.161 -0.632
C -0.366 0.724 2.271 -0.434 -1.584 -0.431 0.384
C -0.392 0.649 -2.504 0.168 0.131 1.269 -0.343
C 1.157 0.187 -0.381 2.949 1.701 0.926 0.521
C 0.633 1.089 -1.463 1.103 3.549 -0.003 -0.522
C -0.807 1.450 -1.573 -0.036 -0.324 0.532 0.174
N -0.111 1.269 3.343 -0.166 0.749 -0.568 -0.537
F 2.265 -0.488 -1.001 -0.756 -0.336 0.189 -0.360
F -1.817 2.054 -0.888 1.298 -0.766 -1.389 -0.265
H -1.632 -0.633 1.442 -1.260 -0.368 0.287 0.429
H 0.850 -1.536 0.770 -1.431 0.830 -1.687 0.241
H -0.231 -0.122 -3.211 -0.865 -0.172 -0.832 0.434
H -0.449 -1.223 -0.654 0.751 0.330 1.371 0.338
H 1.779 0.756 0.497 -2.016 -0.899 -1.945 0.269
H 1.440 1.902 -1.815 -1.700 -1.819 0.857 0.267
H -0.347 2.275 3.427 0.200 -0.671 -0.218 0.277
```
Positions in Å, forces in eV/Å.

The total charge is 0. The highest occupied orbital energy comes out at -8.85 eV. As for the SMILES: N=C=CC[C@@H](F)[C@H]1C=C1F. The HOMO-LUMO gap is 9.601 eV.

***

The following is a quantum chemistry calculation of C7H7IN2O as an isolated structure, from the OMol25 dataset.

```
18
Properties=species:S:1:pos:R:3:forces:R:3:mulliken_charge:R:1
C -0.575 -2.475 -1.821 1.696 2.462 2.677 -0.540
C -0.308 -1.189 -1.354 -0.168 1.157 -1.217 -0.205
C 0.587 -2.568 0.003 -0.387 -1.661 -0.304 0.519
C -0.553 1.664 1.074 1.632 -0.220 -0.076 -0.824
C 1.207 -3.034 1.208 1.725 1.433 0.172 -0.053
C 0.432 1.320 0.269 -1.393 1.952 -2.490 -0.088
C 1.330 0.278 0.551 1.190 -4.165 -0.642 -0.496
N 0.000 -3.276 -0.936 -0.127 -2.777 0.238 -0.650
N 0.437 -1.280 -0.266 1.755 3.346 2.359 0.092
O 1.389 -4.114 1.669 -0.549 -1.615 0.116 -0.477
I 3.285 0.412 -0.323 -0.689 -0.069 -0.045 0.170
H -0.994 -2.773 -2.698 -1.322 -0.862 -2.057 0.489
H -0.478 -0.188 -1.658 -0.587 0.450 -0.898 0.364
H -1.043 2.555 0.866 -1.530 1.133 -0.231 0.347
H -0.619 1.159 1.983 -0.585 -0.492 1.566 0.317
H 1.738 -2.192 1.692 -0.139 0.445 0.415 0.175
H 0.411 1.828 -0.749 0.718 -0.717 1.358 0.331
H 1.612 -0.036 1.586 -1.241 0.199 -0.943 0.528
```
Positions in Å, forces in eV/Å.

The total charge is 0. The highest occupied orbital energy comes out at -8.78 eV. The HOMO-LUMO gap is 7.795 eV.

***

Copy entry 3 word for word.
The following is a quantum chemistry calculation of C7H7IN2O as an isolated structure, from the OMol25 dataset.

```
18
Properties=species:S:1:pos:R:3:forces:R:3:mulliken_charge:R:1
C -0.575 -2.475 -1.821 1.696 2.462 2.677 -0.540
C -0.308 -1.189 -1.354 -0.168 1.157 -1.217 -0.205
C 0.587 -2.568 0.003 -0.387 -1.661 -0.304 0.519
C -0.553 1.664 1.074 1.632 -0.220 -0.076 -0.824
C 1.207 -3.034 1.208 1.725 1.433 0.172 -0.053
C 0.432 1.320 0.269 -1.393 1.952 -2.490 -0.088
C 1.330 0.278 0.551 1.190 -4.165 -0.642 -0.496
N 0.000 -3.276 -0.936 -0.127 -2.777 0.238 -0.650
N 0.437 -1.280 -0.266 1.755 3.346 2.359 0.092
O 1.389 -4.114 1.669 -0.549 -1.615 0.116 -0.477
I 3.285 0.412 -0.323 -0.689 -0.069 -0.045 0.170
H -0.994 -2.773 -2.698 -1.322 -0.862 -2.057 0.489
H -0.478 -0.188 -1.658 -0.587 0.450 -0.898 0.364
H -1.043 2.555 0.866 -1.530 1.133 -0.231 0.347
H -0.619 1.159 1.983 -0.585 -0.492 1.566 0.317
H 1.738 -2.192 1.692 -0.139 0.445 0.415 0.175
H 0.411 1.828 -0.749 0.718 -0.717 1.358 0.331
H 1.612 -0.036 1.586 -1.241 0.199 -0.943 0.528
```
Positions in Å, forces in eV/Å.

The total charge is 0. The highest occupied orbital energy comes out at -8.78 eV. The HOMO-LUMO gap is 7.795 eV.

***

- total charge of number 2 (C7H7F2N)?
  0